Entry 1:
Below is a structure of composition C14H25CaN5S2 at a distorted geometry, with properties calculated with the ωB97M-V functional and the def2-TZVPD basis.

Each line ends with the natural charge from an NBO analysis.
Atoms and positions in Å:
Ca: 0.44588 0.00351 -0.11792  1.78
S: -0.49182 -2.55435 -1.00858  0.12
S: -0.53851 2.54547 -1.00574  0.12
C: 1.07430 -3.48526 -1.00650  -0.75
C: -0.73439 -2.42562 -2.81151  -0.53
C: -0.00066 -1.22388 -3.38943  -0.24
N: -0.39577 -0.00235 -2.65408  -0.72
C: -0.02388 1.22711 -3.38812  -0.24
C: -0.78024 2.41396 -2.80885  -0.53
H: -1.81926 -2.33203 -2.96353  0.25
H: -0.36770 -3.35107 -3.26320  0.26
H: -0.23950 -1.12023 -4.46288  0.22
H: 1.09230 -1.33445 -3.29498  0.20
H: -0.26061 1.12024 -4.46164  0.22
H: 1.06671 1.35817 -3.29352  0.20
H: -1.86320 2.29975 -2.96002  0.25
H: -0.43190 3.34680 -3.25994  0.26
C: 1.00772 3.50872 -1.00485  -0.75
H: -1.41725 -0.01214 -2.51506  0.38
H: 1.68701 3.17673 -1.80084  0.23
H: 1.49016 3.38750 -0.02912  0.24
H: 0.74174 4.56655 -1.14977  0.25
H: 1.56465 -3.33718 -0.03844  0.23
H: 1.73820 -3.15387 -1.81555  0.23
H: 0.82861 -4.55071 -1.13012  0.25
C: -3.19673 -0.02830 0.22866  -0.42
C: -2.72642 -0.02324 1.48734  -0.40
H: -3.41304 -0.97219 -0.29302  0.21
H: -3.43026 0.91089 -0.29404  0.21
H: -2.52887 -0.94885 2.04148  0.21
H: -2.54523 0.90633 2.04042  0.21
N: 1.29142 1.47558 3.88119  -0.48
C: 0.97324 2.79783 3.60538  -0.03
C: 0.45377 2.80393 2.33780  -0.08
N: 0.52104 1.52774 1.79784  -0.60
C: 1.01742 0.73455 2.77280  0.29
C: 1.02883 -0.72187 2.77176  0.28
N: 0.54564 -1.52210 1.79666  -0.60
C: 0.49743 -2.79968 2.33447  -0.08
C: 1.01716 -2.78732 3.60424  -0.04
N: 1.31458 -1.45883 3.88070  -0.48
H: 1.70384 1.12169 4.74393  0.44
H: 1.12184 3.59573 4.31031  0.26
H: 0.01307 3.61289 1.76934  0.24
H: 0.07004 -3.61459 1.76694  0.24
H: 1.17776 -3.58167 4.30693  0.26
H: 1.72087 -1.09989 4.74305  0.44

Output
E: -2295.81638 a.u.
HOMO level: -0.540 Ha
gap between HOMO and LUMO: 8.76 eV
charge: +2

=====

Entry 2:
Below is an isolated molecule of C4H5N at a distorted geometry, with properties calculated with the ωB97M-V functional and the def2-TZVPD basis.

Each line ends with the natural charge from an NBO analysis.
Atoms and positions in Å:
H: 0.16684 -1.15188 2.40850  0.35
N: -0.30878 -1.49652 1.47961  -0.58
C: -0.27081 -0.76510 0.48500  0.24
C: 0.50967 0.76253 0.13209  -0.64
C: -0.85318 -1.21324 -0.69443  -0.09
C: -1.32408 -1.65889 -1.69375  -0.16
H: 1.22853 1.03815 0.88848  0.22
H: -0.36388 1.25883 0.04131  0.21
H: 0.92951 0.63941 -0.88265  0.22
H: -1.87991 -2.20110 -2.39276  0.23

Output
E: -210.04357 a.u.
HOMO level: -0.357 Ha
energy relative to the best compared isomer or geometry (same formula, charge and spin): 75.4 kcal per mole
gap between HOMO and LUMO: 10.66 eV
SMILES: [H]/N=C(\C)C#C

=====

Entry 3:
Below is a cluster of 7 separate species, C62H70F6N12O7S2 in total at a distorted geometry, with properties calculated with the ωB97M-V functional and the def2-TZVPD basis.

Each line ends with the Löwdin charge.
Atoms and positions in Å:
N: 0.43416 -0.08896 -0.36476  -0.65
O: 0.42223 -0.66759 -1.47029  -0.06
O: 1.40808 -0.14064 0.37669  -0.05
O: -0.56390 0.41154 0.03014  -0.03
C: -2.44828 -2.32566 -5.69293  0.05
N: -3.03765 -1.51467 -4.64125  -0.09
C: -4.37707 -1.31879 -4.59557  0.04
C: -5.02949 -0.57741 -3.58983  0.07
C: -4.24921 -0.01195 -2.61417  -0.13
C: -2.83817 -0.13520 -2.71782  0.07
C: -2.27908 -0.94411 -3.67642  -0.02
C: -4.91670 0.86210 -1.64097  -0.11
C: -4.68197 0.67656 -0.22067  0.06
C: -5.18745 1.55378 0.68428  -0.02
N: -5.96866 2.53188 0.25659  -0.05
C: -6.18845 2.82442 -1.04587  0.07
C: -5.65327 1.98170 -2.02010  0.08
C: -6.55181 3.47216 1.26122  0.06
H: -3.10065 -2.41611 -6.56145  0.13
H: -2.32050 -3.29726 -5.21568  0.10
H: -1.46010 -1.92558 -5.91995  0.12
H: -4.97101 -1.83246 -5.33703  0.15
H: -6.10504 -0.49893 -3.64832  0.15
H: -2.18866 0.49565 -2.12913  0.12
H: -1.20511 -1.05295 -3.71041  0.14
H: -4.14796 -0.22746 0.03228  0.11
H: -5.03682 1.48700 1.75164  0.14
H: -6.78902 3.70352 -1.22726  0.17
H: -5.68945 2.15464 -3.08555  0.15
H: -6.35596 4.49474 0.93862  0.11
H: -6.18102 3.39713 2.28346  0.11
H: -7.63767 3.38394 1.29627  0.13
C: 4.93888 1.46275 -0.97920  0.01
N: 3.96714 1.91793 -1.95163  -0.09
C: 3.07210 0.96381 -2.37804  0.04
C: 2.18475 1.21442 -3.45158  0.04
C: 2.03820 2.49907 -3.89145  -0.10
C: 2.75094 3.53170 -3.18467  0.10
C: 3.81186 3.20721 -2.26525  0.04
C: 1.07295 2.79761 -5.02518  -0.13
C: 1.34442 3.75294 -5.97436  0.07
C: 0.36675 4.14663 -6.93023  0.07
N: -0.81948 3.50273 -7.01826  -0.05
C: -1.05895 2.56561 -6.12716  -0.02
C: -0.14549 2.18180 -5.14702  0.02
C: -1.83233 3.97220 -8.04285  0.08
H: 5.25652 2.31096 -0.37278  0.11
H: 5.70515 0.88153 -1.49214  0.12
H: 4.51570 0.81762 -0.20925  0.09
H: 3.14219 0.00285 -1.89015  0.13
H: 1.64301 0.38476 -3.88119  0.13
H: 2.70193 4.55802 -3.51734  0.14
H: 4.60854 3.83028 -1.88644  0.15
H: 2.20216 4.40900 -5.99079  0.14
H: 0.50754 5.04018 -7.52027  0.16
H: -2.03566 2.11135 -6.20522  0.15
H: -0.49328 1.55934 -4.33586  0.10
H: -2.09740 3.16226 -8.72244  0.12
H: -1.45029 4.84112 -8.57868  0.11
H: -2.65919 4.37168 -7.45564  0.11
C: 1.28666 4.56579 10.08504  0.07
N: 0.68921 3.78468 8.93416  -0.05
C: 0.83072 4.23801 7.59833  0.07
C: 0.27368 3.49734 6.59127  0.03
C: -0.49915 2.37285 6.87576  -0.19
C: -0.74846 2.04194 8.14096  0.06
C: -0.12110 2.73988 9.20348  0.08
C: -0.84376 1.56712 5.71060  -0.15
C: 0.16571 1.14155 4.81807  0.09
C: -0.20942 0.37784 3.67576  0.04
N: -1.49319 0.00023 3.55485  -0.08
C: -2.44049 0.32073 4.47367  0.05
C: -2.10388 1.10872 5.58280  0.06
C: -2.01285 -0.93965 2.52464  0.04
H: 2.24522 5.00164 9.80340  0.11
H: 1.50577 3.82456 10.85359  0.11
H: 0.54559 5.29174 10.41959  0.13
H: 1.40954 5.14766 7.53583  0.15
H: 0.48547 3.89045 5.60789  0.14
H: -1.18845 1.06487 8.27555  0.15
H: -0.21917 2.55078 10.26226  0.16
H: 1.17929 1.46736 4.99946  0.13
H: 0.38027 0.00222 2.85261  0.11
H: -3.44752 -0.00965 4.26594  0.15
H: -2.84751 1.39389 6.31225  0.15
H: -1.13715 -1.03624 1.88284  0.07
H: -2.79699 -0.45420 1.94365  0.09
H: -2.17642 -1.84267 3.11276  0.12
C: -1.56910 -3.55738 -0.60314  -0.01
N: -2.06069 -4.57554 -1.46909  -0.08
C: -1.43254 -5.81982 -1.38222  0.08
C: -2.02111 -6.85400 -2.06078  0.07
C: -3.10269 -6.62358 -2.93170  -0.08
C: -3.60920 -5.29609 -3.04951  0.06
C: -3.06418 -4.24175 -2.29120  0.02
C: -3.82708 -7.74732 -3.63588  -0.13
C: -3.11303 -8.80780 -4.26895  0.07
C: -3.74346 -9.88032 -4.90608  0.07
N: -5.08324 -9.88345 -5.00900  -0.09
C: -5.83424 -8.91133 -4.47926  0.06
C: -5.19963 -7.89315 -3.72010  0.05
C: -5.80320 -10.92841 -5.69482  0.05
H: -1.83309 -3.74792 0.43710  0.12
H: -1.83787 -2.54587 -0.90763  0.09
H: -0.48127 -3.49136 -0.62164  0.11
H: -0.54784 -5.93578 -0.77373  0.16
H: -1.58300 -7.84086 -2.08493  0.15
H: -4.45693 -5.14623 -3.70167  0.13
H: -3.43601 -3.23512 -2.41310  0.13
H: -2.05294 -8.62043 -4.35563  0.13
H: -3.31660 -10.66234 -5.51650  0.17
H: -6.90997 -9.00698 -4.47220  0.17
H: -5.79715 -7.06374 -3.37160  0.13
H: -6.11093 -10.51658 -6.65596  0.14
H: -6.68794 -11.23834 -5.13868  0.13
H: -5.20626 -11.83610 -5.78344  0.13
C: 12.61558 0.27368 5.56888  0.05
N: 11.19291 0.08472 5.28862  -0.06
C: 10.33424 -0.35739 6.25046  0.06
C: 9.03096 -0.55588 5.92308  0.05
C: 8.51658 -0.26564 4.64265  -0.13
C: 9.41636 0.25960 3.69377  0.06
C: 10.75238 0.35547 4.02116  0.05
C: 7.14231 -0.52742 4.29646  -0.13
C: 6.49690 -1.66258 4.71755  0.08
C: 5.17540 -1.82402 4.33790  0.04
N: 4.52332 -0.84156 3.70275  -0.08
C: 5.10599 0.26113 3.30810  -0.01
C: 6.46764 0.40531 3.48997  0.08
C: 3.04314 -1.02475 3.58150  0.04
H: 13.21134 -0.45226 5.01556  0.13
H: 12.84242 0.20799 6.63299  0.12
H: 12.81152 1.29538 5.24355  0.12
H: 10.68122 -0.38645 7.27280  0.17
H: 8.37927 -0.95996 6.68361  0.14
H: 9.19061 0.36316 2.64272  0.14
H: 11.44566 0.80195 3.32370  0.16
H: 6.97825 -2.36044 5.38665  0.15
H: 4.62215 -2.70675 4.62270  0.16
H: 4.47548 1.01192 2.85512  0.15
H: 6.97491 1.30218 3.16641  0.14
H: 2.51177 -0.96926 4.53159  0.11
H: 2.84694 -1.90248 2.96572  0.12
H: 2.70968 -0.20051 2.95100  0.07
C: -3.73298 5.81731 -2.40787  -0.64
F: -4.71050 5.37651 -3.13420  0.16
F: -3.58747 7.11815 -2.68074  0.17
F: -3.89301 5.60737 -1.10783  0.14
S: -2.16946 4.80270 -3.14307  0.68
O: -2.69134 3.47853 -3.40541  -0.36
O: -1.73856 5.45586 -4.33920  -0.28
N: -0.96499 5.07548 -1.89707  -0.26
S: -0.99038 3.71991 -1.23694  0.49
O: -2.26211 3.40562 -0.58254  -0.35
O: -0.45588 2.64359 -2.05270  -0.35
C: 0.37223 3.99309 0.14412  -0.64
F: -0.05984 4.90844 0.97278  0.16
F: 0.56000 2.91260 0.87822  0.12
F: 1.49581 4.40550 -0.52086  0.10

Output
E: -4980.29065 a.u.
HOMO level: -0.793 Ha
energy relative to the best compared isomer or geometry (same formula, charge and spin): 149.1 kcal per mole
gap between HOMO and LUMO: 5.90 eV
charge: +8

=====

Entry 4:
Below is a structure of composition C23H37MnO3 at a distorted geometry, with properties calculated with the ωB97M-V functional and the def2-TZVPD basis.

Each line ends with the natural charge from an NBO analysis.
Atoms and positions in Å:
O: 0.25468 -1.77779 -1.63029  -0.58
C: -0.12139 -3.20068 -1.42296  -0.06
C: 0.32425 -3.67573 -2.78840  -0.46
H: -1.20536 -3.41393 -1.27865  0.19
H: 0.49309 -3.58665 -0.57792  0.19
C: 0.77093 -2.23415 -2.94202  0.27
H: -0.46713 -3.95980 -3.49790  0.20
H: 1.13810 -4.41462 -2.74001  0.21
C: 0.04997 -1.50471 -4.05430  -0.63
H: -0.98134 -1.31253 -3.73281  0.23
H: 0.03167 -2.08090 -4.98386  0.20
H: 0.53885 -0.57027 -4.32173  0.23
C: 2.28736 -2.27317 -2.98406  -0.63
H: 2.66612 -2.81580 -2.10174  0.22
H: 2.75982 -1.28981 -3.02239  0.22
H: 2.59299 -2.82687 -3.88240  0.20
Mn: 0.98253 0.58841 -0.47614  1.18
C: 2.69746 1.32151 0.73537  -0.42
C: 1.73745 1.09063 1.77426  -0.07
C: 1.18752 -0.23068 1.55413  -0.51
H: 1.74770 1.58455 2.73690  0.23
C: 2.02123 -0.89209 0.58223  -0.34
C: 2.94717 0.08801 0.05085  -0.42
H: 3.77077 -0.11582 -0.62861  0.22
H: 3.29661 2.22727 0.65297  0.22
H: 0.44330 -0.69455 2.20102  0.22
H: 2.03849 -1.95684 0.40672  0.20
C: 0.98338 2.68451 -1.01463  -0.32
C: 1.86477 1.97295 -1.89431  -0.33
C: 1.12468 0.97141 -2.56810  -0.42
H: 2.91462 2.17790 -2.10266  0.22
C: -0.27089 1.08419 -2.15169  -0.40
C: -0.34317 2.15292 -1.17676  -0.35
H: -1.24342 2.54878 -0.71699  0.25
H: 1.23910 3.54878 -0.40603  0.25
H: 1.57881 0.39347 -3.38210  0.21
H: -1.14456 0.57740 -2.57932  0.23
O: -4.07300 -2.30557 -0.05948  -0.55
C: -2.85349 -1.58110 0.25362  -0.08
C: -1.99850 -2.40200 1.26918  -0.44
H: -3.14508 -0.60749 0.72700  0.19
H: -2.33620 -1.42986 -0.72389  0.19
C: -2.89769 -3.59686 1.64665  -0.43
H: -1.73014 -1.79953 2.15098  0.23
H: -1.05237 -2.72770 0.80597  0.21
C: -4.00419 -3.61829 0.56448  -0.07
H: -3.33283 -3.43588 2.64938  0.20
H: -2.34284 -4.53592 1.68954  0.21
H: -4.98483 -3.82344 1.04649  0.18
H: -3.82571 -4.34621 -0.23705  0.16
C: -0.34962 3.22959 4.22980  -0.63
C: 0.00187 3.62914 2.78754  0.24
C: -1.24965 4.31780 2.23489  -0.61
C: 1.11148 4.66783 2.82462  -0.63
O: 0.22937 2.54183 1.94824  -0.92
H: -0.63627 4.11230 4.82919  0.17
H: 0.50658 2.76282 4.72811  0.19
H: -1.19870 2.52891 4.23116  0.20
H: -1.54257 5.19367 2.82829  0.16
H: -1.07391 4.63252 1.20486  0.19
H: -2.07643 3.60254 2.22468  0.20
H: 2.01124 4.25683 3.27944  0.19
H: 1.32286 5.01008 1.81046  0.20
H: 0.81448 5.53868 3.42016  0.18

Output
E: -2275.07672 a.u.
HOMO level (alpha / beta): -0.063 / -0.091 Ha
spin multiplicity: 6
energy relative to the best compared isomer or geometry (same formula, charge and spin): 52.2 kcal per mole
gap between HOMO and LUMO (alpha / beta): 4.20 / 4.97 eV
charge: -1